(1)
{
  "formula": "C52H46Cl2FFeN4O4PS",
  "method": "ωB97M-V/def2-TZVPD",
  "charge": 2,
  "relative_energy_ev": 4.177,
  "e_homo_ev": [-10.630, -10.630],
  "e_tot_ev": -151077.5084,
  "s_squared": 6.009,
  "homo_lumo_gap_ev": [5.4, 5.4],
  "multiplicity": 5,
  "elements": ["Fe", "F", "C", "C", "C", "C", "O", "C", "C", "N", "C", "C", "C", "C", "C", "C", "N", "C", "C", "N", "C", "C", "C", "O", "O", "H", "H", "H", "H", "H", "H", "H", "H", "H", "H", "H", "H", "H", "H", "H", "H", "H", "H", "Cl", "C", "C", "C", "C", "C", "C", "P", "C", "C", "C", "C", "C", "C", "C", "C", "C", "C", "C", "C", "H", "H", "H", "H", "H", "H", "H", "H", "H", "H", "H", "H", "H", "H", "Cl", "C", "C", "C", "C", "N", "C", "H", "H", "H", "H", "O", "S", "C", "C", "C", "C", "C", "C", "C", "C", "C", "C", "C", "C", "H", "H", "H", "H", "H", "H", "H", "H", "H", "H"],
  "coordinates": [[-0.561, -1.124, -1.560], [5.525, -1.892, 1.005], [4.262, -2.118, 1.557], [3.117, -1.653, 0.922], [1.875, -1.605, 1.608], [0.704, -1.091, 0.963], [0.875, -0.727, -0.303], [-0.481, -0.977, 1.747], [-0.416, -1.309, 3.061], [0.697, -1.677, 3.747], [0.797, -1.715, 5.176], [-0.008, -2.751, 5.988], [-0.287, -1.340, 6.118], [1.831, -2.087, 2.952], [2.892, -2.854, 3.421], [4.221, -2.817, 2.797], [5.226, -3.697, 3.221], [4.902, -5.167, 3.240], [5.414, -5.798, 2.009], [6.883, -5.505, 1.939], [7.313, -4.038, 2.023], [6.643, -3.365, 3.233], [-1.898, -0.602, 1.090], [-2.816, -0.272, 1.856], [-1.920, -0.646, -0.212], [3.178, -1.465, -0.116], [-1.340, -1.275, 3.637], [1.816, -1.576, 5.601], [0.623, -3.191, 6.803], [-0.654, -3.370, 5.331], [0.161, -0.879, 7.002], [-1.238, -1.009, 5.590], [2.726, -3.371, 4.349], [3.796, -5.210, 3.319], [5.350, -5.605, 4.121], [4.988, -5.478, 1.027], [5.226, -6.864, 1.957], [7.277, -5.783, 1.044], [7.434, -6.082, 2.638], [6.975, -3.634, 1.052], [8.413, -4.170, 2.126], [6.782, -2.290, 3.156], [7.068, -3.711, 4.204], [1.033, 3.685, 2.505], [-0.427, 3.981, 3.351], [-0.336, 4.324, 4.744], [-1.584, 4.661, 5.320], [-2.733, 4.877, 4.588], [-2.902, 4.383, 3.288], [-1.749, 3.950, 2.644], [-1.544, 3.495, 0.940], [-1.018, 5.082, 0.259], [-1.115, 6.304, 0.927], [-0.744, 7.485, 0.308], [-0.221, 7.427, -0.968], [-0.148, 6.209, -1.666], [-0.522, 5.034, -1.033], [-3.256, 3.601, 0.360], [-3.796, 4.339, -0.720], [-5.152, 4.076, -1.097], [-5.948, 3.068, -0.476], [-5.342, 2.370, 0.545], [-4.049, 2.613, 0.928], [0.623, 4.174, 5.188], [-1.676, 4.775, 6.365], [-3.568, 5.408, 4.985], [-3.885, 4.536, 2.819], [-1.615, 6.384, 1.906], [-0.700, 8.401, 0.845], [0.256, 8.293, -1.369], [0.272, 6.206, -2.670], [-0.537, 4.028, -1.482], [-3.279, 5.178, -1.192], [-5.607, 4.842, -1.806], [-6.959, 2.889, -0.826], [-5.858, 1.540, 1.102], [-3.647, 2.077, 1.774], [2.061, -5.773, -1.227], [0.433, -5.121, -1.644], [-0.757, -5.876, -1.489], [-1.930, -5.154, -1.444], [-1.936, -3.736, -1.555], [-0.755, -3.081, -1.669], [0.406, -3.726, -1.715], [-0.677, -6.938, -1.370], [-2.882, -5.595, -1.215], [-2.876, -3.197, -1.537], [1.294, -3.216, -1.404], [-1.193, -0.980, -3.424], [-0.561, -0.885, -4.810], [-0.295, 0.813, -5.119], [0.371, 1.133, -6.292], [0.575, 2.444, -6.646], [0.138, 3.478, -5.787], [-0.581, 3.154, -4.649], [-0.799, 1.814, -4.257], [-1.982, -1.104, -5.927], [-1.802, -0.900, -7.289], [-2.911, -0.742, -8.105], [-4.224, -0.755, -7.562], [-4.374, -0.961, -6.196], [-3.229, -1.264, -5.385], [0.713, 0.429, -7.069], [1.171, 2.677, -7.530], [0.375, 4.516, -6.063], [-0.784, 3.876, -3.876], [-1.246, 1.371, -3.366], [-0.818, -0.917, -7.738], [-2.748, -0.509, -9.220], [-5.136, -0.679, -8.182], [-5.374, -1.117, -5.798], [-3.305, -1.379, -4.265]]
}


(2)
{
  "formula": "C3H7N3O2",
  "method": "ωB97M-V/def2-TZVPD",
  "smiles": "CC(=N/O)/N=C/NO",
  "charge": 0,
  "relative_energy_ev": 7.621,
  "e_homo_ev": -8.843,
  "e_tot_ev": -11783.6918,
  "homo_lumo_gap_ev": 9.2,
  "elements": ["C", "C", "C", "H", "H", "H", "H", "H", "H", "H", "N", "N", "N", "O", "O"],
  "coordinates": [[0.978, 1.545, -0.120], [1.325, 0.106, -0.144], [-0.940, -0.219, -0.048], [0.514, 1.652, 1.026], [0.053, 1.609, -0.799], [1.820, 2.088, -0.080], [2.245, -2.020, -0.006], [-1.175, 0.721, 0.472], [-1.725, -1.804, -0.308], [-3.652, -0.054, 0.637], [2.573, -0.102, -0.245], [0.199, -0.814, -0.248], [-2.066, -0.941, -0.092], [3.105, -1.437, 0.098], [-3.255, -0.331, -0.143]]
}


(3)
{
  "formula": "C14H11Cl2N3O7SV",
  "method": "ωB97M-V/def2-TZVPD",
  "charge": 1,
  "relative_energy_ev": 0.192,
  "e_homo_ev": [-13.075, -13.083],
  "e_tot_ev": -95063.5303,
  "s_squared": 2.017,
  "homo_lumo_gap_ev": [7.9, 8.9],
  "multiplicity": 3,
  "elements": ["V", "C", "C", "N", "C", "C", "N", "C", "O", "O", "C", "O", "O", "H", "H", "H", "H", "H", "Cl", "C", "Cl", "H", "H", "O", "C", "N", "S", "O", "O", "C", "C", "C", "C", "C", "C", "H", "H", "H", "H"],
  "coordinates": [[0.106, -0.160, -1.858], [-3.321, -0.116, -0.006], [-2.340, -1.225, -0.046], [-1.239, -1.288, -0.782], [-0.587, -2.462, -0.447], [-1.316, -3.125, 0.488], [-2.412, -2.334, 0.706], [-1.180, -4.401, 1.256], [-0.106, -5.125, 1.038], [-2.063, -4.701, 2.014], [0.749, -2.707, -1.026], [1.390, -3.706, -0.815], [1.159, -1.691, -1.772], [-3.094, 0.611, -0.781], [-3.258, 0.386, 0.960], [-4.338, -0.483, -0.147], [-3.132, -2.584, 1.373], [0.515, -4.720, 0.388], [-1.402, 1.523, -3.071], [-1.769, 0.387, -4.401], [-0.679, -1.005, -4.236], [-1.577, 0.887, -5.342], [-2.793, 0.051, -4.299], [-0.572, 0.542, 1.531], [0.328, 1.099, 0.960], [0.549, 1.017, -0.422], [1.782, 2.006, -0.949], [2.678, 1.150, -1.679], [1.194, 3.105, -1.657], [2.302, 2.456, 0.667], [3.367, 3.247, 1.041], [3.514, 3.500, 2.399], [2.614, 2.984, 3.329], [1.541, 2.198, 2.931], [1.393, 1.936, 1.581], [4.058, 3.650, 0.313], [4.340, 4.109, 2.740], [2.757, 3.201, 4.379], [0.838, 1.790, 3.644]]
}


(4)
{
  "formula": "C5H8O2",
  "method": "ωB97M-V/def2-TZVPD",
  "charge": 0,
  "relative_energy_ev": 2.525,
  "e_homo_ev": -9.236,
  "e_tot_ev": -9407.3072,
  "homo_lumo_gap_ev": 10.0,
  "elements": ["C", "C", "O", "C", "C", "C", "O", "H", "H", "H", "H", "H", "H", "H", "H"],
  "coordinates": [[-1.877, -0.237, -0.162], [-0.706, 0.695, 0.088], [-0.261, 0.606, 1.463], [1.077, 0.360, 1.045], [1.184, -0.942, 0.308], [0.696, 0.301, -0.395], [1.331, 0.860, -1.485], [-1.585, -1.168, 0.304], [-2.804, 0.114, 0.305], [-2.072, -0.403, -1.226], [-0.917, 1.738, -0.185], [1.895, 0.854, 1.557], [2.203, -1.214, 0.035], [0.533, -1.779, 0.551], [1.303, 0.217, -2.204]]
}


(5)
{
  "formula": "C15H14N3O3Pt",
  "method": "ωB97M-V/def2-TZVPD",
  "charge": -1,
  "e_homo_ev": -4.084,
  "e_tot_ev": -29642.8870,
  "homo_lumo_gap_ev": 6.5,
  "elements": ["Pt", "N", "C", "C", "O", "N", "C", "C", "O", "O", "H", "H", "H", "H", "H", "H", "C", "C", "C", "C", "N", "C", "C", "C", "C", "C", "C", "C", "H", "H", "H", "H", "H", "H", "H", "H"],
  "coordinates": [[0.901, -0.414, 0.090], [3.350, -0.250, -0.301], [3.918, -0.212, 1.048], [2.989, 0.511, 2.036], [3.442, 0.811, 3.147], [1.791, 0.789, 1.531], [0.805, 1.438, 2.347], [-0.456, 0.513, 2.568], [-1.374, 1.028, 3.212], [-0.395, -0.652, 2.063], [3.833, -0.893, -0.913], [3.372, 0.675, -0.706], [4.882, 0.305, 1.089], [4.071, -1.232, 1.403], [0.402, 2.328, 1.850], [1.187, 1.711, 3.329], [-1.287, 3.147, -0.940], [-2.536, 2.574, -0.745], [-2.664, 1.199, -0.836], [-1.545, 0.424, -1.115], [-0.325, 0.986, -1.279], [-0.216, 2.311, -1.191], [-1.549, -1.045, -1.230], [-2.655, -1.752, -1.690], [-2.599, -3.133, -1.785], [-1.436, -3.797, -1.419], [-0.330, -3.084, -0.974], [-0.353, -1.697, -0.857], [-1.143, 4.217, -0.895], [-3.392, 3.194, -0.513], [-3.614, 0.717, -0.656], [0.779, 2.714, -1.350], [-3.557, -1.231, -1.994], [-3.457, -3.687, -2.148], [-1.405, -4.880, -1.472], [0.567, -3.632, -0.703]]
}